1.
The following is a DFT calculation (the ωB97M-V functional and the def2-TZVPD basis) of a structure of composition C38H47GeN9O2SSr in a non-equilibrium geometry.

Results
energy above the lowest of the compared OMol25 structures with the same formula, charge and spin	1039.29	kJ/mol
largest force on an atom	0.372	Eh/bohr
HOMO energy (alpha / beta)	-8.7 / -8.7	eV
multiplicity	2
Kohn-Sham gap (alpha / beta)	6.352 / 5.566	eV
molar mass	854.15	g mol⁻¹
total charge	+1

XYZ file:
```
99
Properties=species:S:1:pos:R:3:forces:R:3
Sr 1.438 0.156 0.423 -15.86 -5.79 -9.00
N 0.711 0.636 4.037 -0.01 0.03 0.07
C 1.515 1.848 4.111 -0.04 -0.18 -0.24
C 1.765 2.370 2.700 -0.01 0.97 1.20
N 2.208 1.348 1.764 2.92 6.60 6.93
C 2.545 2.005 0.561 2.02 5.15 -0.54
C 3.407 1.302 -0.436 2.57 2.19 -2.46
N 2.802 0.327 -1.327 2.25 0.32 -2.32
C 3.405 0.682 2.114 2.68 0.27 2.20
C 3.305 -0.610 1.384 3.81 -1.91 2.25
N 2.111 -1.205 1.957 1.02 -1.24 1.75
H -0.192 0.847 3.620 0.19 -0.10 0.04
H 0.550 0.241 4.955 0.00 -0.01 -0.01
H 2.468 1.602 4.583 0.01 0.04 0.08
H 1.075 2.656 4.704 -0.02 0.07 -0.08
H 2.524 3.167 2.773 -0.15 -0.05 -0.04
H 0.857 2.826 2.292 0.19 -0.19 0.12
H 3.176 2.862 0.825 -0.23 0.07 -0.02
H 1.671 2.446 0.102 -0.46 0.26 -0.35
H 4.315 0.942 0.025 0.15 -0.03 -0.13
H 3.792 2.142 -1.024 -0.22 -0.07 -0.15
H 3.476 -0.435 -1.439 -0.39 -0.18 -0.43
H 2.720 0.763 -2.241 -0.37 -0.23 -0.09
H 3.470 0.450 3.175 -0.35 0.04 0.08
H 4.298 1.294 1.929 -0.09 -0.11 -0.12
H 4.234 -1.172 1.463 -0.24 -0.31 -0.02
H 3.174 -0.349 0.373 2.33 -2.18 -0.21
H 1.749 -0.294 2.288 -1.09 -1.93 2.40
H 2.368 -1.673 2.819 -0.13 -0.35 -0.09
C -3.392 1.897 -2.269 0.21 -0.11 0.05
C -1.944 1.891 -1.884 -0.35 -0.14 0.09
N -1.433 1.091 -1.038 0.26 0.03 0.41
O -2.326 0.221 -0.476 -0.23 0.20 -0.05
C -0.991 2.798 -2.551 0.30 0.17 -0.24
C -1.429 3.759 -3.623 0.20 -0.01 0.13
N 0.237 2.687 -2.219 -0.17 -0.10 0.23
O 1.309 3.207 -2.518 0.11 0.10 -0.11
H -3.974 1.462 -1.462 -0.07 0.04 -0.05
H -3.526 1.272 -3.157 -0.04 0.03 -0.02
H -3.746 2.903 -2.484 -0.01 0.01 -0.04
H -1.767 -0.291 0.134 0.08 -0.14 -0.01
H -1.987 3.227 -4.393 -0.03 0.01 -0.01
H -0.558 4.231 -4.071 -0.02 -0.01 -0.04
H -2.067 4.538 -3.205 -0.05 -0.02 0.00
N -3.126 1.977 3.367 -0.13 -0.17 -0.03
C -2.743 3.247 2.987 0.36 0.13 -0.23
C -3.183 4.519 3.335 -0.10 0.00 0.08
C -2.529 5.588 2.754 -0.02 -0.02 -0.01
C -1.480 5.402 1.842 0.07 0.04 -0.07
C -1.046 4.139 1.494 -0.06 -0.12 0.00
C -1.675 3.047 2.093 -0.40 0.18 0.24
N -1.421 1.699 1.964 0.16 -0.21 -0.07
C -2.313 1.093 2.713 0.21 0.29 -0.18
C -2.337 -0.357 2.866 -0.35 -0.27 0.13
C -3.193 -1.118 3.610 0.11 0.04 0.10
S -2.724 -2.760 3.546 0.22 0.12 -0.16
C -1.411 -2.325 2.515 -0.37 -0.09 0.09
N -1.355 -1.067 2.224 0.44 0.30 0.09
H -3.885 1.752 3.985 0.00 -0.06 -0.01
H -3.996 4.673 4.032 -0.01 0.00 -0.02
H -2.838 6.595 2.996 -0.01 -0.01 0.02
H -1.007 6.272 1.405 -0.02 -0.01 -0.02
H -0.260 3.974 0.766 -0.02 0.13 -0.02
H -4.039 -0.809 4.203 -0.02 0.02 -0.03
H -0.723 -3.053 2.109 -0.08 -0.09 0.00
C 4.497 -2.984 -2.365 0.04 0.04 0.05
C 4.099 -3.177 -1.049 0.11 0.01 0.10
C 2.767 -2.988 -0.695 -0.19 0.15 -0.14
C 1.805 -2.579 -1.628 -0.02 -0.03 0.33
C 2.221 -2.435 -2.955 0.06 -0.04 0.08
C 3.547 -2.639 -3.320 -0.03 0.08 -0.06
Ge 0.018 -1.935 -0.908 -1.35 -2.14 -1.51
C -0.855 -1.699 -2.723 0.44 0.27 0.17
C -0.483 -0.531 -3.405 -0.27 -0.60 0.31
C -0.936 -0.272 -4.689 0.13 0.24 -0.05
C -1.746 -1.199 -5.334 -0.01 0.01 -0.02
C -2.090 -2.378 -4.690 -0.07 -0.08 0.03
C -1.656 -2.622 -3.391 0.06 0.15 0.15
C -0.881 -3.707 -0.437 0.33 0.37 -0.04
C -0.190 -4.911 -0.298 -0.05 0.16 0.07
C -0.840 -6.071 0.110 0.04 -0.05 0.04
C -2.203 -6.053 0.370 0.04 0.01 -0.02
C -2.914 -4.871 0.203 -0.17 0.01 0.03
C -2.259 -3.714 -0.190 0.34 0.14 -0.05
H 5.534 -3.116 -2.647 -0.01 -0.04 -0.01
H 4.831 -3.466 -0.303 -0.02 -0.07 -0.01
H 2.437 -3.132 0.330 0.19 -0.09 0.03
H 1.495 -2.156 -3.708 0.04 0.01 -0.06
H 3.849 -2.522 -4.354 -0.02 -0.01 -0.01
H 0.175 0.135 -2.854 -0.02 0.32 -0.37
H -0.659 0.644 -5.204 0.05 -0.02 0.01
H -2.097 -1.005 -6.339 0.01 -0.01 -0.01
H -2.693 -3.115 -5.207 -0.04 0.01 0.02
H -1.934 -3.537 -2.881 -0.04 -0.06 -0.13
H 0.872 -4.934 -0.515 0.01 -0.11 0.02
H -0.283 -6.993 0.227 0.01 0.00 -0.03
H -2.708 -6.956 0.687 -0.02 0.00 -0.01
H -3.983 -4.862 0.384 0.00 0.03 -0.01
H -2.799 -2.779 -0.320 -0.20 -0.10 0.04
```
Forces are in eV/Å.


2.
The following is a DFT calculation (the ωB97M-V functional and the def2-TZVPD basis) of a structure of composition C38H47IN7OS2SiSr in a non-equilibrium geometry.

Results
energy above the lowest of the compared OMol25 structures with the same formula, charge and spin	51.51	kJ/mol
largest force on an atom	0.039	Eh/bohr
HOMO energy	-4.3	eV
multiplicity	1
Kohn-Sham gap	6.427	eV
molar mass	924.59	g mol⁻¹
total charge	-1

XYZ file:
```
98
Properties=species:S:1:pos:R:3:forces:R:3
Sr -0.678 0.093 0.042 0.33 -1.86 -0.71
C 3.972 1.083 -4.173 -0.01 0.15 0.16
S 3.229 2.359 -3.134 0.01 -0.04 -0.01
C 2.449 1.472 -1.787 0.13 -0.05 0.10
S 2.437 -0.210 -1.687 -0.36 0.00 0.09
N 1.984 2.378 -0.963 0.23 0.67 -0.34
N 1.043 2.059 -0.062 0.05 -0.23 0.40
C 0.913 2.892 0.906 0.16 0.15 -0.19
C -0.194 2.809 1.850 -0.50 0.27 0.09
C -0.427 3.844 2.755 0.11 0.00 -0.09
C -1.526 3.776 3.592 -0.05 -0.07 0.03
C -2.365 2.673 3.526 0.09 0.18 -0.02
C -2.050 1.674 2.621 -0.19 0.12 -0.12
N -1.004 1.742 1.804 -0.38 0.91 0.35
H 5.057 1.163 -4.135 0.01 -0.06 -0.01
H 3.624 1.217 -5.195 -0.02 -0.04 -0.01
H 3.652 0.116 -3.785 0.02 -0.03 -0.07
H 1.592 3.738 0.993 -0.02 0.03 -0.07
H 0.245 4.691 2.785 0.00 0.01 -0.01
H -1.728 4.576 4.293 0.01 0.02 0.00
H -3.235 2.581 4.161 0.01 -0.02 0.00
H -2.648 0.770 2.550 0.04 0.09 -0.03
N 3.166 -0.122 1.482 0.00 -0.08 0.18
C 3.559 -1.524 1.341 -0.08 0.08 0.11
C 2.611 -2.440 2.124 0.15 0.01 -0.08
C 2.268 -3.729 1.381 -0.19 0.07 0.12
C 1.406 -3.467 0.144 -0.07 -0.10 -0.10
N 0.003 -3.110 0.401 0.24 0.25 0.18
H 3.686 0.464 0.839 -0.09 0.00 -0.05
H 3.337 0.211 2.424 0.01 0.02 0.03
H 4.595 -1.714 1.655 0.01 -0.05 -0.03
H 3.501 -1.754 0.278 0.06 0.02 0.00
H 1.688 -1.890 2.318 -0.06 0.08 0.02
H 3.040 -2.679 3.100 -0.03 0.02 0.03
H 1.711 -4.391 2.054 0.06 -0.07 -0.02
H 3.186 -4.256 1.098 -0.01 0.03 -0.05
H 1.408 -4.355 -0.493 -0.01 0.04 -0.06
H 1.845 -2.654 -0.438 -0.01 -0.06 -0.10
H -0.048 -2.382 1.118 -0.07 -0.21 0.17
H -0.474 -3.895 0.832 -0.05 0.01 0.00
C -1.816 -0.100 5.517 -0.07 -0.03 -0.12
Si -0.552 -0.750 4.239 0.30 0.10 0.46
C 0.483 -2.054 5.169 -0.10 -0.07 -0.16
C 0.654 0.674 3.927 0.24 -0.20 -0.08
N -1.289 -1.252 2.788 0.03 -0.22 -0.37
C -2.363 -2.095 2.842 0.12 0.05 0.27
C -2.759 -2.849 3.981 0.07 0.08 -0.16
C -3.899 -3.633 4.024 -0.05 -0.01 -0.01
C -4.737 -3.719 2.922 0.04 0.00 0.08
C -4.389 -3.010 1.780 0.00 0.00 -0.15
C -3.233 -2.253 1.737 -0.09 -0.06 0.05
O -2.904 -1.509 0.606 0.12 0.20 -0.42
C -3.409 -1.939 -0.609 -0.23 -0.14 -0.08
C -3.111 -3.205 -1.098 0.08 -0.04 0.10
C -3.601 -3.594 -2.332 -0.06 0.02 -0.01
C -4.385 -2.725 -3.083 -0.01 -0.02 0.03
C -4.692 -1.471 -2.578 0.01 -0.05 -0.05
C -4.213 -1.078 -1.336 -0.01 0.09 0.12
H -1.624 -0.466 6.529 0.03 -0.03 -0.02
H -2.825 -0.414 5.238 -0.03 0.01 0.05
H -1.807 0.993 5.549 0.04 -0.07 0.03
H 0.976 -1.615 6.042 -0.03 0.07 -0.02
H 1.261 -2.461 4.518 -0.02 0.02 0.04
H -0.119 -2.895 5.517 0.01 -0.01 0.03
H 0.379 1.546 4.529 0.01 -0.01 -0.04
H 0.671 0.984 2.882 0.35 -0.37 0.46
H 1.670 0.387 4.208 0.03 -0.02 0.06
H -2.136 -2.790 4.861 0.02 -0.05 0.08
H -4.139 -4.174 4.933 0.02 0.01 0.00
H -5.642 -4.311 2.944 0.01 -0.01 -0.01
H -5.028 -3.050 0.907 0.02 0.02 -0.01
H -2.497 -3.867 -0.502 0.00 0.02 -0.02
H -3.367 -4.580 -2.715 0.02 0.00 0.01
H -4.753 -3.030 -4.055 -0.01 0.01 0.01
H -5.304 -0.786 -3.150 0.03 0.02 0.00
H -4.439 -0.100 -0.934 0.04 0.01 -0.02
C -3.948 3.395 -2.837 -0.01 0.02 0.02
C -3.535 3.668 -1.542 0.01 0.04 0.04
C -2.692 2.780 -0.874 -0.04 -0.02 -0.13
C -2.215 1.577 -1.433 -0.22 0.24 -0.11
C -2.664 1.358 -2.750 -0.04 0.12 0.08
C -3.499 2.229 -3.443 0.00 -0.05 -0.08
H -4.609 4.076 -3.362 0.02 0.01 -0.02
H -3.865 4.578 -1.049 -0.02 -0.01 0.00
H -2.406 3.057 0.139 0.00 0.02 0.00
H -2.372 0.447 -3.266 -0.04 -0.01 -0.03
H -3.800 1.999 -4.462 -0.01 0.00 0.01
I 0.472 1.084 -6.454 -0.05 -0.11 0.13
C -0.002 -0.503 -5.172 0.05 0.16 -0.17
C -0.286 -1.757 -5.686 -0.02 -0.05 0.06
C -0.590 -2.772 -4.793 0.04 0.03 -0.08
C -0.597 -2.483 -3.436 0.05 -0.02 0.05
N -0.335 -1.276 -2.953 -0.19 0.15 0.25
C -0.039 -0.295 -3.803 0.00 -0.07 -0.02
H -0.274 -1.934 -6.753 0.02 0.00 0.00
H -0.819 -3.767 -5.150 0.00 -0.02 0.04
H -0.821 -3.246 -2.700 0.00 0.01 -0.01
H 0.162 0.680 -3.375 0.00 0.01 -0.03
```
Forces are in eV/Å.